Molecular formula: C39H93ClNO22P5
Method: DFT, ωB97M-V/def2-TZVPD

## Properties
Kohn-Sham gap	0.2816	Eh
LUMO	-0.0295	Eh
HOMO level	-8.466	eV
max |F|	8.9	eV/Å
SMILES	CNC[C@H](CCC(C)C)OC(=O)Cl.CCOP(=O)(OCC)OCC.CCOP(=O)(OCC)OCC.CCOP(=O)(OCC)OCC.CCOP(=O)(OCC)OCC.CCOP(=O)(OCC)OCC
calculated total energy	-147452.569	eV

The geometry in ORCA input format:
```
! RIJCOSX wB97M-V def2-TZVPD def2/J DEFGRID3
* xyz 0 1
C 5.65 -0.56 0.30
N 5.08 0.51 -0.55
C 4.91 1.75 0.22
C 4.86 3.06 -0.65
C 4.98 2.88 -2.18
C 6.37 2.81 -2.86
C 7.20 1.49 -2.66
C 8.11 1.35 -3.94
C 8.15 1.53 -1.45
O 5.52 4.20 -0.07
C 6.83 4.17 0.21
O 7.60 4.71 -0.45
Cl 7.52 3.46 1.71
H 6.48 -0.19 0.93
H 6.08 -1.38 -0.32
H 4.85 -0.99 0.93
H 4.21 0.16 -0.94
H 5.69 1.76 0.99
H 3.95 1.63 0.78
H 3.79 3.34 -0.54
H 4.45 3.75 -2.63
H 4.39 2.01 -2.51
H 7.06 3.65 -2.70
H 6.16 2.82 -3.96
H 6.55 0.61 -2.70
H 7.46 1.16 -4.81
H 8.69 2.28 -4.09
H 8.77 0.47 -3.80
H 8.77 0.61 -1.39
H 8.86 2.36 -1.61
H 7.60 1.62 -0.50
C 0.51 -2.18 -5.77
C 0.69 -0.69 -6.00
O 2.05 -0.30 -5.86
P 3.11 -0.50 -7.11
O 2.45 0.29 -8.19
O 4.26 0.57 -6.64
C 4.63 1.66 -7.48
C 3.81 2.89 -7.15
O 3.98 -1.65 -6.26
C 3.87 -3.04 -6.57
C 3.69 -3.33 -8.05
H 0.96 -2.76 -6.59
H -0.55 -2.44 -5.72
H 0.99 -2.49 -4.84
H 0.30 -0.41 -6.98
H 0.12 -0.14 -5.25
H 4.55 1.39 -8.53
H 5.68 1.88 -7.29
H 2.75 2.67 -7.05
H 3.93 3.66 -7.93
H 4.13 3.32 -6.20
H 3.06 -3.48 -5.98
H 4.79 -3.51 -6.23
H 2.82 -2.81 -8.46
H 3.56 -4.40 -8.21
H 4.57 -3.00 -8.61
C 2.94 -6.58 5.89
C 2.52 -5.12 5.87
O 2.89 -4.48 4.66
P 1.94 -4.65 3.31
O 0.67 -4.04 3.83
O 2.47 -3.33 2.49
C 1.57 -2.29 2.10
C 1.50 -1.21 3.16
O 3.20 -5.45 2.54
C 3.17 -6.87 2.35
C 1.79 -7.43 2.09
H 2.35 -7.17 5.18
H 2.79 -7.02 6.88
H 3.99 -6.68 5.62
H 1.44 -5.04 6.05
H 3.03 -4.59 6.68
H 0.58 -2.70 1.87
H 1.95 -1.86 1.17
H 1.39 -1.63 4.16
H 0.65 -0.54 2.98
H 2.41 -0.61 3.16
H 3.64 -7.35 3.22
H 3.81 -7.08 1.50
H 1.09 -7.18 2.89
H 1.84 -8.52 2.02
H 1.39 -7.04 1.15
C -3.36 -7.33 -4.12
C -3.04 -6.79 -2.73
O -3.04 -5.37 -2.71
P -4.46 -4.53 -2.58
O -4.95 -5.10 -1.28
O -3.86 -3.11 -2.03
C -4.29 -2.59 -0.77
C -3.37 -3.04 0.35
O -4.24 -3.93 -4.13
C -5.00 -4.42 -5.23
C -6.43 -4.79 -4.88
H -4.40 -7.13 -4.38
H -3.20 -8.41 -4.16
H -2.72 -6.86 -4.87
H -3.75 -7.19 -2.00
H -2.04 -7.12 -2.44
H -5.33 -2.86 -0.57
H -4.26 -1.50 -0.84
H -3.14 -4.10 0.29
H -3.82 -2.84 1.32
H -2.42 -2.51 0.30
H -4.48 -5.26 -5.68
H -5.02 -3.63 -5.98
H -6.47 -5.54 -4.08
H -6.93 -5.22 -5.75
H -6.99 -3.92 -4.55
C -2.49 4.48 -0.64
C -0.97 4.45 -0.74
O -0.37 5.49 0.02
P -0.16 5.30 1.65
O 0.68 4.06 1.69
O 1.00 6.43 1.90
C 2.27 6.05 2.45
C 3.27 5.73 1.35
O -1.27 6.50 1.99
C -2.58 6.19 2.46
C -2.63 4.98 3.38
H -2.82 4.19 0.36
H -2.94 3.78 -1.36
H -2.87 5.48 -0.85
H -0.59 3.47 -0.44
H -0.68 4.61 -1.78
H 2.16 5.22 3.14
H 2.63 6.90 3.03
H 2.84 5.09 0.58
H 4.14 5.24 1.77
H 3.59 6.65 0.85
H -3.25 6.06 1.61
H -2.93 7.06 3.01
H -2.21 4.09 2.90
H -3.67 4.76 3.65
H -2.06 5.16 4.29
C -7.35 2.88 9.27
C -7.12 4.00 8.27
O -6.82 3.50 6.97
P -8.03 3.01 5.97
O -8.86 4.25 5.87
O -7.24 3.09 4.54
C -7.73 3.92 3.49
C -7.10 5.30 3.54
O -7.52 1.42 6.05
C -8.22 0.45 6.83
C -9.72 0.65 6.86
H -8.27 2.34 9.05
H -7.42 3.28 10.28
H -6.52 2.16 9.23
H -7.99 4.66 8.23
H -6.27 4.60 8.58
H -8.82 3.98 3.51
H -7.46 3.44 2.54
H -7.09 5.71 4.55
H -7.63 5.99 2.89
H -6.05 5.25 3.22
H -7.81 0.44 7.85
H -8.00 -0.52 6.40
H -10.00 1.65 7.21
H -10.19 -0.09 7.52
H -10.15 0.53 5.86
*
```


Molecular formula: C5H28NO11
Method: DFT, ωB97M-V/def2-TZVPD

## Properties
Kohn-Sham gap (alpha / beta)	0.0931 / 0.2614	Eh
LUMO (alpha / beta)	0.1898 / 0.1888	Eh
HOMO level (alpha / beta)	2.633 / -1.976	eV
⟨S²⟩	0.753
max |F|	4.5	eV/Å
energy relative to the best compared isomer or geometry (same formula, charge and spin)	61.4	kcal per mole
calculated total energy	-29648.969	eV

The geometry in ORCA input format:
```
! RIJCOSX wB97M-V def2-TZVPD def2/J DEFGRID3
* xyz -2 2
C 2.55 -0.31 1.64
N 1.59 -0.78 0.61
C 2.25 -1.15 -0.63
O 2.11 -0.24 -1.71
C 1.98 0.84 2.52
C 0.42 0.86 2.68
C -0.03 2.24 2.16
O 0.60 3.28 2.16
H 2.82 -1.09 2.43
H 3.58 -0.10 1.31
H -0.45 -1.30 -2.75
H 3.32 -1.35 -0.61
H 1.65 -2.11 -0.95
H 2.59 0.82 3.42
H 2.31 1.85 2.22
H 0.11 0.81 3.82
H -0.30 0.23 2.23
H -1.04 2.23 1.68
H 1.92 2.22 -1.26
H 2.30 3.42 -0.28
O 2.20 3.11 -1.17
H -3.99 -0.82 0.68
H -3.43 -1.87 1.49
O -3.89 -1.80 0.64
H -1.90 -0.66 -1.15
H -0.57 1.09 0.10
O -1.06 0.79 -0.65
H -2.36 0.74 0.15
H -2.99 2.08 0.60
O -3.27 1.14 0.52
H 1.23 0.08 -1.93
H -0.62 -1.44 -4.20
O 0.09 -1.47 -3.57
H 0.88 -3.19 -1.99
H -0.56 -2.99 -1.98
O 0.09 -3.71 -2.09
H 0.73 -2.12 2.28
H -0.38 -2.91 1.57
O 0.15 -2.90 2.37
H -2.79 -1.86 -0.82
H 0.83 -0.08 0.55
O -2.03 -1.61 -1.34
H -1.88 1.93 -1.59
H -1.12 2.49 -2.88
O -1.73 2.79 -2.22
*
```